1.
The following is a DFT calculation (ωB97M-V/def2-TZVPD) of a 3-piece molecular cluster, CH8NO3 overall in a non-equilibrium geometry.

Geometry as XYZ:
```
13
Properties=species:S:1:pos:R:3:forces:R:3:lowdin_charge:R:1
N -0.196 -0.781 1.696 -0.3 -0.5 0.3 -0.0505
C -0.068 0.379 0.706 0.9 -0.5 0.3 -0.5560
O -0.282 0.057 -0.583 -0.1 0.1 0.4 -0.3291
H -0.793 -1.521 1.326 0.3 0.2 -0.7 0.0225
H -0.771 -0.497 2.490 0.3 0.4 0.0 0.0159
H 0.984 0.777 0.899 -0.8 -0.2 -0.1 0.0875
H -0.766 1.120 1.122 -0.2 0.6 -0.2 0.0677
H -0.234 2.067 -1.000 1.1 0.3 0.4 0.0238
H 1.010 2.171 -1.759 0.3 0.1 0.3 0.0204
O 0.569 2.662 -1.054 -1.1 -0.4 -0.7 -0.1306
H 0.350 -1.397 -1.292 -0.4 0.3 -0.4 -0.0145
H -0.071 -2.721 -0.868 0.1 -0.2 -0.5 -0.0015
O 0.268 -2.316 -1.683 0.2 0.0 0.9 -0.1555
```
Positions in Å, forces in eV/Å.

Calculated values
**Total energy**: -323.38233 hartree
**Largest force on an atom**: 1.4 eV/Å
**Net charge**: -1
**Frontier orbital gap**: 7.90 eV

---

2.
The following is a DFT calculation (ωB97M-V/def2-TZVPD) of C2H4NO3 as an isolated structure in a non-equilibrium geometry.

Geometry as XYZ:
```
10
Properties=species:S:1:pos:R:3:forces:R:3:lowdin_charge:R:1
C -1.408 0.119 1.215 0.4 -4.0 1.0 0.0837
C 0.277 0.377 -0.493 -0.2 -3.1 1.9 0.1092
N -1.993 0.923 2.351 0.6 -0.7 -1.4 -0.3629
O -3.117 1.085 2.610 -1.2 0.2 0.2 0.2499
O -0.961 1.213 2.892 0.7 0.4 1.2 0.1990
O -0.815 0.761 0.361 -1.2 1.5 0.5 0.0825
H -1.362 -1.208 1.439 0.0 4.2 -0.9 0.3079
H -0.142 0.069 -1.373 -1.4 -1.5 -2.2 0.0942
H 0.745 -0.433 0.082 0.6 0.4 -0.8 0.1380
H 0.826 1.169 -0.829 1.6 2.6 0.5 0.0985
```
Positions in Å, forces in eV/Å.

Calculated values
**Total energy**: -358.55838 hartree
**Largest force on an atom**: 4.3 eV/Å
**Net charge**: +1
**Frontier orbital gap**: 10.43 eV

---

3.
The following is a DFT calculation (ωB97M-V/def2-TZVPD) of a 2-piece molecular cluster, C5H11N overall.

Geometry as XYZ:
```
17
Properties=species:S:1:pos:R:3:forces:R:3:lowdin_charge:R:1
C -1.666 1.702 0.865 -0.1 0.1 0.0 -0.0551
C -1.131 -1.077 -1.011 0.0 0.0 -0.1 0.0133
N -0.065 -0.900 -0.289 0.1 0.1 0.0 -0.1693
C 0.721 -1.586 0.729 0.0 -0.3 0.2 -0.0456
C 1.048 -0.297 0.087 -0.1 -0.1 -0.2 -0.2715
C 2.155 0.305 -0.701 0.0 0.1 0.0 -0.0559
H -2.367 0.956 1.249 0.2 0.1 0.0 0.0197
H -1.614 2.546 1.558 -0.1 -0.1 -0.1 0.0157
H -2.023 2.049 -0.108 0.1 0.0 0.1 0.0180
H -1.830 -1.853 -0.727 0.1 0.1 0.0 0.0604
H -1.335 -0.384 -1.818 0.0 -0.1 0.1 0.0631
H 0.305 -1.606 1.739 0.1 0.0 -0.1 0.0969
H 1.138 -2.543 0.385 0.0 0.1 0.0 0.1031
H -0.667 1.266 0.764 -0.2 0.1 0.0 -0.0126
H 2.858 0.826 -0.043 -0.1 -0.1 -0.1 0.0691
H 1.754 1.043 -1.404 0.1 -0.1 0.1 0.0744
H 2.720 -0.447 -1.277 -0.1 0.1 0.1 0.0761
```
Positions in Å, forces in eV/Å.

Calculated values
**Total energy**: -251.71974 hartree
**Largest force on an atom**: 0.3 eV/Å
**Frontier orbital gap (spin up / spin down)**: 7.98 / 7.98 eV

---

4.
The following is a DFT calculation (ωB97M-V/def2-TZVPD) of C42H34BrNOP2STi as an isolated structure.

Geometry as XYZ:
```
83
Properties=species:S:1:pos:R:3:forces:R:3:lowdin_spin:R:1
Ti -0.657 -0.285 -0.874 0.2 -0.4 0.3 0.0739
O 2.801 -0.491 -1.673 0.0 -0.1 -0.2 0.0133
S 1.961 0.079 -0.620 -0.1 0.2 0.3 0.0065
C 2.361 1.838 -0.478 -0.1 0.0 0.0 0.0227
C 3.648 2.225 -0.163 0.0 0.0 0.0 0.0001
C 3.969 3.578 -0.088 -0.1 0.0 0.0 0.0342
C 3.005 4.547 -0.336 0.0 -0.1 0.0 -0.0007
C 1.721 4.169 -0.698 0.0 0.0 0.0 0.0303
C 1.395 2.812 -0.788 -0.1 -0.1 -0.1 0.0490
P -0.187 2.351 -1.451 0.0 0.1 0.1 0.2885
C -0.049 1.324 -2.902 -0.1 0.1 0.0 0.0575
C 1.180 1.185 -3.583 0.0 0.0 0.0 0.0390
C 1.231 0.441 -4.742 0.0 0.0 0.0 -0.0006
C 0.083 -0.175 -5.237 0.0 0.0 0.0 0.0441
C -1.128 -0.066 -4.564 0.0 0.0 0.1 0.0034
C -1.206 0.673 -3.395 0.0 0.0 0.0 0.0202
C -1.434 3.574 -1.451 0.0 0.0 -0.1 0.0542
C -2.190 3.829 -2.609 0.0 0.0 -0.1 0.0368
C -3.204 4.763 -2.560 0.0 0.0 0.0 0.0045
C -3.477 5.430 -1.367 0.0 0.0 0.0 0.0685
C -2.732 5.174 -0.215 0.0 0.0 0.0 0.0029
C -1.716 4.246 -0.247 0.0 0.0 0.1 0.0352
C 2.492 -0.564 0.957 -0.2 0.0 0.0 0.0017
C 3.838 -0.852 1.135 0.1 0.0 0.0 0.0002
C 4.279 -1.211 2.400 -0.1 0.0 0.1 0.0001
C 3.383 -1.264 3.465 0.0 0.0 -0.1 0.0000
C 2.030 -1.039 3.255 0.0 0.0 0.0 0.0002
C 1.562 -0.720 1.982 -0.1 0.0 -0.1 0.0005
P -0.222 -0.709 1.643 0.1 -0.1 -0.2 0.0028
C -0.939 0.405 2.853 0.0 0.0 0.0 0.0007
C -0.589 1.754 2.769 0.0 0.0 0.0 0.0005
C -1.069 2.652 3.704 0.0 0.0 0.0 0.0000
C -1.908 2.206 4.723 0.0 0.0 0.0 0.0004
C -2.253 0.867 4.809 0.0 0.0 0.0 0.0002
C -1.768 -0.042 3.877 0.0 0.0 0.0 0.0002
C -0.800 -2.398 1.946 0.0 0.0 0.0 0.0000
C -2.164 -2.676 1.805 0.0 0.0 0.0 0.0006
C -2.631 -3.967 1.994 0.0 0.0 0.0 0.0000
C -1.747 -4.988 2.318 0.0 0.0 0.0 0.0000
C -0.393 -4.718 2.451 0.0 0.0 0.0 -0.0001
C 0.084 -3.430 2.263 0.0 0.0 0.0 0.0000
H 4.411 1.485 0.032 0.0 0.0 0.0 -0.0003
H 4.977 3.873 0.168 0.0 0.0 0.0 0.0015
H 3.259 5.596 -0.273 0.0 0.0 0.0 -0.0001
H 0.982 4.922 -0.940 0.0 0.0 0.0 0.0008
H 2.071 1.679 -3.219 0.0 0.0 0.0 0.0009
H 2.166 0.350 -5.278 0.0 0.0 0.0 -0.0001
H 0.138 -0.740 -6.158 0.0 0.0 0.0 0.0020
H -2.016 -0.545 -4.953 0.0 0.0 0.0 -0.0004
H -2.159 0.789 -2.887 0.0 0.1 -0.1 0.0005
H -1.957 3.330 -3.541 0.0 0.0 0.0 0.0008
H -3.778 4.985 -3.448 0.0 0.0 0.0 -0.0004
H -4.276 6.159 -1.334 0.0 0.0 0.0 0.0029
H -2.958 5.702 0.701 0.0 0.0 0.0 -0.0008
H -1.147 4.029 0.649 0.0 0.0 0.0 0.0006
H 4.522 -0.818 0.297 0.0 0.0 0.0 0.0000
H 5.324 -1.440 2.561 0.0 0.0 0.0 0.0000
H 3.736 -1.517 4.455 0.0 0.0 0.0 0.0000
H 1.329 -1.144 4.075 0.0 0.0 0.0 0.0000
H 0.084 2.094 1.985 0.0 0.0 0.0 0.0001
H -0.787 3.695 3.656 0.0 0.0 0.0 0.0000
H -2.283 2.908 5.455 0.0 0.0 0.0 0.0000
H -2.897 0.522 5.606 0.0 0.0 0.0 0.0000
H -2.035 -1.087 3.960 0.0 0.0 0.0 0.0000
H -2.867 -1.886 1.569 0.0 0.0 0.0 0.0008
H -3.689 -4.170 1.901 0.0 0.0 0.0 0.0000
H -2.117 -5.992 2.479 0.0 0.0 0.0 0.0000
H 0.294 -5.509 2.720 0.0 0.0 0.0 0.0000
H 1.143 -3.240 2.381 0.0 0.0 0.0 0.0000
C 0.712 -5.782 -1.675 0.0 0.0 0.0 0.0009
C 0.038 -4.448 -1.668 0.0 0.0 0.0 0.0045
C -1.252 -4.284 -2.221 0.0 0.0 0.0 0.0019
C -1.894 -3.063 -2.240 0.0 0.0 0.0 0.0045
C -1.188 -2.010 -1.669 0.0 -0.1 -0.1 0.0187
Br -2.796 0.372 -0.148 0.0 0.1 0.0 0.0678
N 0.007 -2.166 -1.153 0.0 0.2 0.0 0.0025
C 0.659 -3.338 -1.127 0.0 0.0 0.0 -0.0017
H -0.016 -6.589 -1.611 0.0 0.0 0.0 0.0001
H 1.412 -5.877 -0.847 0.0 0.0 0.0 0.0001
H 1.273 -5.915 -2.603 0.0 0.0 0.0 0.0004
H -1.745 -5.158 -2.632 0.0 0.0 0.0 0.0002
H -2.884 -2.935 -2.652 0.0 0.0 0.0 0.0000
H 1.646 -3.363 -0.683 0.0 0.0 0.0 -0.0001
```
Positions in Å, forces in eV/Å.

Calculated values
**Total energy**: -6254.35457 hartree
**Largest force on an atom**: 0.5 eV/Å
**Multiplicity**: 2
**<S²>**: 0.764
**Net charge**: +3
**Frontier orbital gap (spin up / spin down)**: 6.96 / 4.63 eV

---

5.
The following is a DFT calculation (ωB97M-V/def2-TZVPD) of C25H45BBrCoF4NO8P2S3 as an isolated structure.

Geometry as XYZ:
```
91
Properties=species:S:1:pos:R:3:forces:R:3:lowdin_spin:R:1
Co 1.682 -0.203 -0.293 0.0 0.2 0.3 2.7865
C 4.454 0.129 1.772 -0.1 -0.1 -0.1 0.0035
C 4.143 1.608 1.989 -0.2 0.0 0.0 0.0004
S 2.435 2.068 1.553 0.0 -0.1 0.0 0.0176
C 2.680 3.576 0.582 0.0 -0.2 0.1 0.0022
C 3.459 3.405 -0.713 -0.1 -0.1 -0.2 0.0022
S 2.831 2.037 -1.733 0.0 0.0 0.0 0.0160
C 4.382 1.184 -2.107 -0.2 0.0 0.0 0.0012
C 5.129 0.584 -0.923 -0.1 -0.1 0.1 0.0041
S 4.155 -0.553 0.119 0.0 0.1 -0.1 0.0274
H 5.499 -0.059 2.020 0.0 0.0 0.1 0.0011
H 3.839 -0.512 2.408 0.1 0.0 0.0 0.0000
H 4.287 1.839 3.044 0.1 0.0 0.0 0.0004
H 4.815 2.245 1.416 0.0 0.0 0.0 0.0000
H 1.659 3.902 0.364 0.0 0.0 0.0 0.0000
H 3.150 4.328 1.215 0.0 0.1 -0.1 0.0007
H 3.383 4.324 -1.295 0.1 0.0 0.1 0.0005
H 4.515 3.219 -0.522 0.0 0.1 0.0 0.0000
H 4.100 0.398 -2.807 0.0 0.0 0.0 -0.0001
H 5.030 1.890 -2.628 0.1 -0.1 0.0 0.0003
H 5.949 -0.015 -1.318 0.1 0.1 0.0 0.0007
H 5.560 1.349 -0.277 0.0 0.0 -0.1 0.0001
C -3.743 -1.913 -2.290 0.0 0.0 0.0 0.0000
C -3.626 -0.937 -1.140 -0.1 -0.1 0.0 0.0000
C -4.763 0.067 -1.104 0.1 0.1 0.0 0.0000
O -2.339 -0.281 -1.303 -0.1 0.1 0.0 0.0000
P -1.639 0.746 -0.363 -0.1 0.2 -0.1 0.0028
O -0.203 0.874 -0.703 0.2 0.0 -0.1 0.0207
C -1.948 0.256 1.351 0.3 -0.1 -0.1 0.0002
P -0.658 -0.924 1.855 -0.4 0.0 0.1 0.0042
O 0.637 -0.273 1.558 0.3 -0.2 0.2 0.0177
O -1.053 -2.165 0.995 -0.2 0.0 0.1 -0.0002
C -1.364 -3.530 1.432 0.0 -0.2 0.0 0.0000
C -1.244 -4.392 0.199 0.1 0.1 -0.1 0.0000
C -2.752 -3.584 2.046 0.1 0.2 0.0 0.0000
O -0.952 -1.344 3.336 0.1 0.2 -0.1 0.0021
C -0.506 -0.802 4.616 0.0 0.1 0.1 0.0001
C -1.639 0.025 5.191 0.0 0.0 -0.1 0.0000
C 0.801 -0.036 4.547 0.0 -0.1 -0.3 0.0002
O -2.415 2.119 -0.552 0.2 -0.1 0.0 0.0021
C -1.728 3.368 -0.222 0.0 0.1 0.0 0.0001
C -1.100 3.938 -1.480 0.0 -0.1 0.0 0.0001
C -2.758 4.289 0.396 0.0 0.0 0.0 0.0000
H -4.576 -2.595 -2.108 0.0 0.0 0.0 0.0000
H -2.824 -2.494 -2.386 -0.1 0.0 0.0 0.0000
H -3.921 -1.378 -3.225 0.0 0.0 0.0 0.0000
H -3.589 -1.496 -0.203 0.1 0.0 0.1 0.0000
H -4.782 0.642 -2.032 0.0 0.0 0.0 0.0000
H -4.661 0.768 -0.272 0.0 -0.1 0.0 0.0000
H -5.708 -0.467 -0.998 0.0 0.0 0.0 0.0000
H -2.938 -0.192 1.450 0.0 0.1 0.0 0.0000
H -1.893 1.153 1.973 0.0 0.0 0.0 0.0000
H -0.611 -3.818 2.163 0.0 0.1 0.0 0.0000
H -1.991 -4.097 -0.545 0.0 -0.1 0.0 0.0000
H -1.405 -5.436 0.473 0.0 0.0 0.0 0.0000
H -0.248 -4.297 -0.232 0.0 0.0 0.0 0.0000
H -3.509 -3.314 1.306 0.0 0.0 0.0 0.0000
H -2.832 -2.915 2.904 0.0 0.0 0.0 0.0000
H -2.952 -4.601 2.386 0.0 0.0 0.0 0.0000
H -0.360 -1.691 5.225 0.0 -0.1 0.0 0.0000
H -1.813 0.913 4.576 0.0 0.0 0.1 0.0000
H -1.383 0.351 6.200 0.0 0.0 0.0 0.0000
H -2.560 -0.558 5.235 0.0 0.0 0.0 0.0000
H 0.702 0.869 3.947 0.0 0.0 0.0 0.0001
H 1.581 -0.656 4.102 -0.1 0.0 0.1 0.0000
H 1.092 0.242 5.560 0.0 0.0 0.0 0.0000
H -0.943 3.151 0.510 0.0 -0.1 0.0 0.0000
H -1.870 4.079 -2.240 0.0 0.0 0.0 0.0000
H -0.340 3.259 -1.869 0.0 0.0 0.0 0.0001
H -0.635 4.903 -1.262 0.0 -0.1 0.0 0.0000
H -3.551 4.501 -0.325 0.0 0.0 0.0 0.0000
H -2.281 5.230 0.677 0.0 0.0 0.0 0.0000
H -3.205 3.845 1.287 0.0 0.0 -0.1 0.0000
Br -2.686 1.269 -4.621 0.0 0.0 0.1 0.0000
C -1.328 -0.039 -4.845 0.0 0.0 0.0 0.0000
C -1.393 -0.911 -5.918 0.1 -0.1 0.0 0.0002
N -0.435 -1.803 -6.162 0.0 0.0 0.0 0.0001
C 0.620 -1.829 -5.348 -0.1 -0.1 -0.1 0.0005
C 0.745 -1.013 -4.232 0.0 0.2 0.1 0.0013
C -0.264 -0.099 -3.964 0.0 0.0 0.0 0.0001
C 1.998 -1.046 -3.385 0.2 -0.3 0.2 0.0074
O 3.052 -1.355 -3.929 0.0 0.2 0.1 0.0058
O 1.859 -0.730 -2.149 -0.2 0.0 -0.3 0.0476
H -2.233 -0.885 -6.603 0.0 0.0 0.0 0.0000
H 1.408 -2.535 -5.589 0.0 0.1 0.0 0.0001
H -0.195 0.542 -3.096 0.0 0.0 0.0 -0.0001
F 1.780 -2.360 0.314 0.0 -0.1 0.3 0.0192
B 2.159 -3.166 1.483 0.1 -0.1 0.0 0.0013
F 1.898 -4.498 1.179 0.1 0.4 0.1 0.0011
F 3.510 -2.927 1.763 -0.4 0.0 -0.1 0.0001
F 1.370 -2.760 2.596 0.2 -0.1 -0.4 0.0000
```
Positions in Å, forces in eV/Å.

Calculated values
**Total energy**: -7895.19389 hartree
**Largest force on an atom**: 0.4 eV/Å
**Multiplicity**: 4
**<S²>**: 3.756
**Frontier orbital gap (spin up / spin down)**: 8.77 / 8.76 eV

---

6.
The following is a DFT calculation (ωB97M-V/def2-TZVPD) of C29H41AsFNOSiV as an isolated structure in a non-equilibrium geometry.

Geometry as XYZ:
```
76
Properties=species:S:1:pos:R:3:forces:R:3:lowdin_spin:R:1
V 0.507 0.232 0.418 0.7 0.7 0.9 2.0773
C 1.030 -5.103 0.461 0.0 0.0 0.0 0.0001
C 0.650 -3.637 0.668 0.0 0.0 0.0 0.0003
C 0.508 -3.314 2.159 0.0 0.0 0.0 0.0007
C -0.622 -3.242 -0.062 -0.1 -0.1 0.0 0.0010
C -1.724 -4.087 -0.001 0.0 0.0 0.0 -0.0001
C -2.936 -3.731 -0.566 0.0 0.0 0.0 0.0011
C -3.064 -2.502 -1.188 0.0 0.0 0.0 0.0000
C -1.988 -1.625 -1.284 0.0 0.0 0.0 0.0017
C -2.247 -0.258 -1.887 0.0 0.0 0.0 0.0002
C -1.300 0.177 -3.007 0.0 0.0 0.0 0.0013
C -2.351 0.782 -0.768 0.1 -0.1 0.1 -0.0013
C -0.757 -2.013 -0.733 0.3 0.1 -0.2 0.0056
N 0.385 -1.131 -0.793 -0.2 -1.0 -0.7 -0.0291
C 1.536 -1.552 -1.492 -0.5 0.0 0.2 0.0045
C 1.554 -2.386 -2.601 0.1 0.0 -0.1 -0.0022
C 2.768 -2.715 -3.195 0.0 0.0 0.0 0.0005
C 3.968 -2.227 -2.693 0.0 0.0 0.0 -0.0021
C 3.971 -1.404 -1.570 0.0 0.0 0.0 0.0003
C 2.756 -1.109 -1.018 0.1 0.1 0.1 -0.0010
F 2.688 -0.325 0.133 -0.2 0.0 0.0 0.0101
H 2.028 -5.288 0.860 0.0 0.0 0.0 0.0000
H 1.034 -5.368 -0.597 0.0 0.0 0.0 0.0000
H 0.345 -5.779 0.976 0.0 0.0 0.0 0.0000
H 1.476 -3.041 0.289 0.0 0.0 0.0 0.0000
H -0.336 -3.856 2.593 0.0 0.0 0.0 0.0000
H 0.342 -2.244 2.316 0.0 0.0 0.0 0.0006
H 1.411 -3.593 2.706 0.0 0.0 0.0 0.0000
H -1.634 -5.040 0.505 0.0 0.0 0.0 -0.0001
H -3.782 -4.403 -0.511 0.0 0.0 0.0 0.0001
H -4.015 -2.211 -1.618 0.0 0.0 0.0 0.0000
H -3.246 -0.317 -2.326 0.0 0.0 0.0 -0.0002
H -0.341 0.521 -2.627 0.0 0.0 0.0 0.0006
H -1.749 0.997 -3.571 0.0 0.0 0.0 0.0001
H -1.111 -0.643 -3.701 0.0 0.0 0.0 0.0000
H -1.451 0.738 -0.127 -0.1 0.2 0.1 0.0045
H -3.195 0.583 -0.106 0.0 0.0 0.0 0.0004
H -2.401 1.806 -1.134 0.0 0.0 0.0 0.0000
H 0.619 -2.772 -2.988 0.0 0.0 0.0 0.0000
H 2.775 -3.360 -4.063 0.0 0.0 0.0 0.0001
H 4.905 -2.487 -3.166 0.0 0.0 0.0 -0.0001
H 4.883 -1.017 -1.136 0.0 0.0 0.0 0.0001
C -1.835 1.494 3.075 -0.1 0.0 0.0 0.0028
As -0.089 0.992 3.650 0.3 -0.2 -0.4 0.0055
C 0.760 2.421 4.565 0.1 0.1 0.0 -0.0002
C -0.252 -0.502 4.816 0.0 -0.1 0.1 0.0005
O 0.873 0.580 2.313 -0.5 -0.1 0.2 0.0245
H -2.392 1.891 3.923 0.0 0.0 0.0 0.0000
H -2.337 0.606 2.694 0.0 0.0 0.0 0.0009
H -1.766 2.249 2.291 0.0 0.0 0.0 0.0006
H 0.097 2.822 5.330 0.0 0.0 0.0 0.0000
H 1.014 3.192 3.840 0.0 0.0 0.0 0.0000
H 1.670 2.036 5.020 0.0 0.0 0.0 0.0001
H -0.721 -0.178 5.745 0.0 0.0 0.0 0.0001
H 0.741 -0.899 5.018 0.0 0.0 0.0 0.0000
H -0.862 -1.265 4.336 0.0 0.0 0.0 0.0000
C 2.403 3.155 0.551 0.1 0.0 0.1 -0.0137
Si 1.220 2.349 -0.670 0.1 0.3 -0.1 -0.0580
C 2.122 2.137 -2.292 0.1 -0.1 -0.1 -0.0123
C -0.230 3.506 -0.927 -0.2 0.1 0.0 -0.0076
C -0.881 4.078 0.170 -0.1 0.0 0.0 -0.0041
C -2.035 4.836 0.019 0.0 0.0 0.0 0.0006
C -2.563 5.042 -1.249 0.0 0.0 0.0 -0.0045
C -1.923 4.502 -2.356 0.0 0.0 0.0 0.0005
C -0.770 3.743 -2.194 0.0 0.0 0.0 -0.0045
H 2.907 3.999 0.072 0.0 0.0 0.0 -0.0027
H 3.164 2.452 0.897 0.0 0.0 0.0 -0.0002
H 1.878 3.538 1.429 0.0 0.0 0.0 0.0002
H 2.403 3.121 -2.677 0.0 0.0 0.0 -0.0024
H 1.536 1.626 -3.057 0.0 0.0 0.0 -0.0002
H 3.039 1.561 -2.142 0.0 0.0 0.0 -0.0001
H -0.469 3.947 1.168 0.0 0.0 0.0 -0.0002
H -2.517 5.276 0.883 0.0 0.0 0.0 0.0001
H -3.460 5.634 -1.375 0.0 0.0 0.0 -0.0003
H -2.321 4.676 -3.348 0.0 0.0 0.0 0.0001
H -0.289 3.325 -3.072 0.0 0.0 0.0 -0.0003
```
Positions in Å, forces in eV/Å.

Calculated values
**Total energy**: -4828.59139 hartree
**Largest force on an atom**: 1.3 eV/Å
**Multiplicity**: 3
**<S²>**: 2.061
**Net charge**: +1
**Frontier orbital gap (spin up / spin down)**: 8.01 / 7.97 eV